Formula: C34H72B2F8N10O2
Source: OMol25
Level of theory: the ωB97M-V functional and the def2-TZVPD basis

## Properties
Net charge ... +4
Spin multiplicity ... 1
LUMO energy ... -8.13 eV
Electronic energy ... -78489.902 eV
HOMO level ... -16.90 eV

Cartesian coordinates (Å):
C 2.882 3.060 -6.490
C 2.839 1.620 -6.002
N 3.592 1.473 -4.738
C 4.962 1.198 -4.639
C 5.282 1.327 -3.306
N 4.120 1.586 -2.595
C 3.087 1.652 -3.489
C 3.987 1.677 -1.158
H 2.209 3.095 -7.347
H 3.835 3.291 -6.966
H 2.627 3.851 -5.785
H 3.314 0.883 -6.650
H 1.796 1.339 -5.861
H 5.592 1.104 -5.511
H 6.218 1.277 -2.770
H 2.053 1.798 -3.210
H 4.931 1.375 -0.703
H 3.150 1.009 -0.954
H 3.745 2.687 -0.827
C 1.149 -2.519 9.150
C 2.242 -1.763 8.440
N 1.815 -1.224 7.166
C 1.538 0.168 7.011
C 1.189 0.244 5.646
N 1.310 -0.987 5.003
C 1.761 -1.842 5.957
C 1.103 -1.247 3.638
H 0.127 -2.183 8.972
H 1.183 -2.500 10.239
H 1.068 -3.554 8.819
H 3.107 -2.424 8.503
H 2.529 -0.945 9.101
H 1.606 0.853 7.844
H 0.759 1.068 5.096
H 2.055 -2.879 5.890
H 0.101 -0.881 3.415
H 1.057 -2.311 3.406
H 1.784 -0.726 2.964
C -1.917 6.348 -4.746
C -2.565 5.352 -3.801
N -2.538 3.960 -4.308
C -3.112 3.430 -5.442
C -2.726 2.132 -5.566
N -2.091 1.722 -4.422
C -2.004 2.900 -3.650
C -1.362 0.460 -4.116
H -2.347 6.384 -5.747
H -0.921 5.949 -4.938
H -1.960 7.371 -4.373
H -3.612 5.561 -3.581
H -2.103 5.342 -2.814
H -3.626 4.104 -6.112
H -2.824 1.522 -6.452
H -1.489 2.923 -2.701
H -0.812 0.058 -4.967
H -2.088 -0.210 -3.655
H -0.677 0.691 -3.300
C -4.813 0.183 -1.016
C -4.806 -1.347 -0.802
N -3.838 -2.017 -1.611
C -4.086 -2.680 -2.780
C -2.888 -3.281 -3.292
N -2.007 -3.277 -2.235
C -2.584 -2.430 -1.273
C -0.649 -3.790 -2.247
H -5.640 0.644 -0.478
H -4.771 0.523 -2.051
H -3.919 0.675 -0.633
H -5.718 -1.910 -0.998
H -4.486 -1.590 0.211
H -5.038 -2.646 -3.289
H -2.591 -3.708 -4.238
H -2.108 -2.346 -0.307
H -0.295 -4.227 -3.181
H -0.560 -4.574 -1.495
H 0.019 -2.943 -2.092
C 5.694 -3.441 0.506
N 4.436 -3.055 -0.233
C 3.226 -3.696 0.515
C 4.300 -1.504 -0.007
C 4.510 -3.394 -1.765
C 3.262 -2.972 -2.522
O 3.360 -1.642 -2.777
H 5.810 -2.925 1.459
H 6.552 -3.204 -0.122
H 5.630 -4.510 0.709
H 2.348 -3.203 0.097
H 3.364 -3.500 1.579
H 3.237 -4.775 0.360
H 5.028 -0.856 -0.496
H 4.466 -1.331 1.056
H 3.287 -1.145 -0.187
H 4.682 -4.469 -1.825
H 5.324 -2.911 -2.306
H 2.292 -3.198 -2.080
H 3.326 -3.387 -3.528
H 2.647 -1.349 -3.349
C -5.995 2.579 3.341
N -5.325 1.262 3.755
C -4.847 1.499 5.213
C -6.440 0.186 3.772
C -4.187 1.001 2.746
C -3.339 -0.302 2.881
O -4.118 -1.519 2.736
H -6.906 2.730 3.921
H -6.334 2.637 2.307
H -5.265 3.386 3.409
H -4.034 2.223 5.265
H -4.558 0.515 5.582
H -5.699 1.932 5.737
H -7.217 0.477 4.479
H -6.117 -0.778 4.167
H -6.834 0.112 2.759
H -3.517 1.844 2.916
H -4.656 1.050 1.763
H -2.800 -0.396 3.824
H -2.543 -0.227 2.140
H -3.469 -2.195 2.528
B 3.809 2.124 2.500
F 4.492 2.558 3.549
F 3.630 3.104 1.552
F 4.645 1.198 1.878
F 2.602 1.550 2.778
B 0.427 -0.619 -0.267
F 0.829 -0.565 -1.602
F -0.755 0.089 -0.187
F 0.325 -1.955 0.153
F 1.270 0.061 0.558

Here are the Löwdin charges for atoms 1 to 99, given in e: -0.056 -0.164 -0.061 0.023 0.017 -0.075 -0.002 0.024 0.085 0.089 0.086 0.134 0.107 0.144 0.145 0.157 0.103 0.088 0.114 -0.077 -0.183 -0.050 0.080 0.018 -0.086 0.022 -0.013 0.078 0.094 0.079 0.139 0.130 0.141 0.134 0.169 0.095 0.105 0.094 -0.045 -0.154 -0.037 0.004 -0.021 -0.063 0.024 0.033 0.083 0.084 0.102 0.135 0.128 0.151 0.145 0.159 0.105 0.081 0.075 -0.040 -0.143 -0.059 0.006 0.025 -0.066 0.033 0.009 0.078 0.076 0.066 0.146 0.109 0.141 0.139 0.151 0.110 0.117 0.067 0.005 -0.279 0.046 0.021 -0.037 -0.265 -0.066 0.112 0.116 0.110 0.072 0.107 0.111 0.102 0.097 0.076 0.141 0.146 0.103 0.139 0.093 0.001 -0.316

Formula: C34H72F10I2N3O9
Source: OMol25
Level of theory: the ωB97M-V functional and the def2-TZVPD basis

## Properties
Net charge ... +1
Spin multiplicity ... 1
LUMO energy ... -4.37 eV
Electronic energy ... -102675.860 eV
HOMO level ... -10.83 eV

Cartesian coordinates (Å):
C 2.731 -6.941 -1.355
O 1.563 -7.021 -2.271
C 1.369 -5.754 -2.993
C 0.200 -4.901 -2.153
C 0.290 -3.263 -2.476
C 0.383 -2.357 -1.113
C -0.755 -1.174 -0.991
C -0.181 -0.077 0.093
C -0.836 1.443 -0.092
C -2.233 1.441 0.766
I -4.260 1.199 -0.039
C -2.134 1.588 2.273
C -0.729 1.743 3.108
I -3.996 1.548 3.503
N -0.967 1.873 -1.536
C -0.436 0.751 -2.399
N 0.680 0.898 -3.187
F 1.098 -0.169 -3.939
C 1.495 2.207 -3.269
C 2.424 2.408 -1.892
C 3.813 1.543 -1.988
F 3.447 0.124 -2.196
F 4.488 1.985 -3.266
C 4.894 1.819 -0.790
F 6.228 1.423 -1.297
F 4.951 3.319 -0.617
C 4.492 1.211 0.675
F 5.182 2.089 1.694
F 3.050 1.262 1.009
C 5.012 -0.314 0.971
F 4.637 -0.607 2.406
F 4.353 -1.371 0.165
F 6.513 -0.459 0.942
N -1.200 -0.585 -2.312
H 3.643 -7.605 -1.715
H 3.062 -5.824 -1.132
H 2.368 -7.384 -0.323
H 0.978 -6.043 -4.081
H 2.364 -5.152 -3.126
H 0.209 -5.138 -1.001
H -0.829 -5.303 -2.589
H 1.318 -3.098 -3.055
H -0.621 -3.027 -3.172
H 0.204 -3.092 -0.198
H 1.477 -1.920 -0.967
H -1.728 -1.668 -0.507
H -0.354 -0.457 1.190
H 0.977 0.005 -0.075
H -0.033 2.177 0.398
H -0.257 2.834 3.027
H 0.118 1.008 2.742
H -0.877 1.493 4.265
H -1.934 2.168 -1.792
H 2.132 2.176 -4.250
H 0.674 3.065 -3.346
H 2.632 3.580 -1.818
H 1.715 2.113 -1.002
H -2.232 -0.371 -2.253
C 1.436 5.070 6.114
C 0.611 4.696 4.900
O -0.417 3.789 5.273
H 1.881 4.178 6.566
H 2.235 5.765 5.843
H 0.808 5.536 6.880
H 1.237 4.211 4.146
H 0.151 5.581 4.450
H -0.973 4.233 5.936
C -1.215 -5.714 -6.639
C -2.149 -5.021 -5.668
O -1.404 -4.445 -4.606
H -0.640 -6.494 -6.130
H -1.774 -6.167 -7.462
H -0.491 -5.004 -7.053
H -2.856 -5.738 -5.240
H -2.718 -4.231 -6.167
H -0.785 -3.804 -4.996
C 5.579 -1.236 -4.661
C 4.754 -1.610 -5.874
O 3.727 -2.517 -5.502
H 6.024 -2.128 -4.208
H 6.379 -0.541 -4.932
H 4.951 -0.770 -3.894
H 5.381 -2.095 -6.629
H 4.295 -0.725 -6.325
H 3.171 -2.073 -4.838
C -5.916 3.332 -3.891
C -5.187 2.150 -4.496
O -5.248 1.039 -3.613
H -5.473 3.606 -2.928
H -5.874 4.198 -4.558
H -6.965 3.084 -3.701
H -4.134 2.395 -4.664
H -5.632 1.862 -5.453
H -6.186 0.825 -3.476
C 5.923 -3.991 2.757
C 5.098 -4.365 1.543
O 4.070 -5.272 1.915
H 6.368 -4.883 3.209
H 6.722 -3.296 2.486
H 5.295 -3.525 3.523
H 5.724 -4.850 0.789
H 4.639 -3.480 1.092
H 3.514 -4.828 2.579
C -3.080 7.880 3.739
C -2.849 6.383 3.733
O -3.049 5.857 5.037
H -2.399 8.372 4.441
H -2.926 8.301 2.742
H -4.098 8.113 4.066
H -1.823 6.155 3.427
H -3.535 5.882 3.044
H -3.964 6.057 5.297
C -5.972 -3.903 0.313
C -5.060 -2.794 -0.170
O -4.555 -2.064 0.939
H -6.806 -3.491 0.890
H -6.373 -4.473 -0.530
H -5.433 -4.587 0.976
H -5.608 -2.101 -0.815
H -4.216 -3.199 -0.737
H -4.063 -2.687 1.501
C -3.812 4.161 9.435
C -2.644 4.617 8.585
O -2.218 3.559 7.739
H -3.529 3.296 10.044
H -4.149 4.964 10.096
H -4.650 3.846 8.805
H -1.801 4.909 9.217
H -2.922 5.473 7.963
H -2.971 3.312 7.175

Here are the Löwdin charges for atoms 1 to 99, given in e: -0.114 -0.265 -0.207 -0.142 -0.183 -0.142 -0.280 -0.100 -0.306 -0.627 0.835 -0.654 -0.158 0.708 0.049 -0.067 0.019 0.085 -0.031 -0.026 -0.183 0.002 -0.003 -0.098 0.063 0.026 -0.084 0.043 0.038 -0.119 0.029 0.038 0.049 0.085 0.105 0.095 0.102 0.129 0.117 0.113 0.108 0.104 0.086 0.125 0.108 0.168 0.136 0.096 0.147 0.088 0.072 0.093 0.104 0.159 0.162 0.167 0.106 0.119 -0.081 -0.328 -0.124 0.082 0.075 0.077 0.102 0.096 0.059 -0.086 -0.304 -0.137 0.074 0.078 0.076 0.119 0.109 0.084 -0.088 -0.319 -0.091 0.084 0.081 0.039 0.118 0.105 0.061 -0.091 -0.331 -0.145 0.067 0.079 0.078 0.106 0.112 0.090 -0.091 -0.330 -0.091 0.082 0.072

Formula: C34H72N10OS
Source: OMol25
Level of theory: the ωB97M-V functional and the def2-TZVPD basis

## Properties
Net charge ... 0
Spin multiplicity ... 1
LUMO energy ... -0.03 eV
Electronic energy ... -64204.169 eV
HOMO level ... -8.12 eV

Cartesian coordinates (Å):
C -6.923 -13.889 18.677
C -7.452 -15.220 19.314
N -7.927 -15.112 20.676
C -8.749 -13.902 20.815
C -9.675 -13.914 22.047
C -6.816 -15.081 21.601
C -6.158 -16.443 21.818
H -6.173 -14.007 17.891
H -6.238 -13.482 19.438
H -7.686 -13.149 18.458
H -8.220 -15.559 18.610
H -6.633 -15.910 19.108
H -8.015 -13.093 20.892
H -9.412 -13.722 19.973
H -10.677 -13.585 21.774
H -9.808 -14.918 22.461
H -9.297 -13.315 22.876
H -7.207 -14.866 22.603
H -6.039 -14.314 21.464
H -6.882 -17.223 22.080
H -5.591 -16.403 22.748
H -5.599 -16.880 20.992
C -7.489 -14.391 29.749
C -8.567 -13.605 29.079
N -9.427 -14.414 28.194
C -10.859 -14.433 28.475
C -11.191 -14.883 29.879
C -9.176 -14.198 26.762
C -7.800 -14.699 26.370
H -7.927 -15.241 30.275
H -6.998 -13.808 30.537
H -6.648 -14.704 29.127
H -9.205 -13.223 29.883
H -8.199 -12.774 28.469
H -11.295 -13.449 28.249
H -11.342 -15.156 27.815
H -10.947 -14.170 30.669
H -12.278 -14.932 30.034
H -10.888 -15.921 30.018
H -9.381 -13.206 26.340
H -9.932 -14.868 26.342
H -7.633 -14.760 25.290
H -7.576 -15.719 26.693
H -6.997 -14.090 26.794
C -3.080 -11.968 23.474
C -3.802 -11.393 24.677
N -5.235 -11.237 24.556
C -5.890 -10.897 25.806
C -5.729 -9.430 26.194
C -5.701 -10.515 23.365
C -7.199 -10.722 23.170
H -2.777 -11.193 22.763
H -3.673 -12.762 23.023
H -2.097 -12.342 23.770
H -3.566 -12.106 25.477
H -3.311 -10.460 24.990
H -6.960 -11.116 25.830
H -5.455 -11.452 26.642
H -6.298 -9.219 27.106
H -4.704 -9.128 26.420
H -6.081 -8.712 25.450
H -5.195 -11.059 22.565
H -5.399 -9.464 23.339
H -7.481 -11.739 23.441
H -7.486 -10.468 22.148
H -7.800 -10.048 23.788
C -5.474 -18.325 18.303
C -5.611 -18.105 16.869
N -5.720 -17.902 15.744
H -5.349 -19.403 18.449
H -6.442 -18.106 18.752
H -4.585 -17.877 18.733
C -11.514 -11.329 19.561
C -10.096 -11.152 19.208
N -8.986 -11.014 18.958
H -12.003 -11.856 18.738
H -11.956 -10.335 19.566
H -11.682 -11.943 20.438
C -7.994 -20.473 21.000
C -6.592 -20.132 21.356
N -5.534 -19.820 21.653
H -8.010 -21.059 20.084
H -8.471 -19.504 20.861
H -8.501 -21.065 21.756
C -4.159 -15.082 24.720
C -2.759 -15.289 25.150
N -1.675 -15.506 25.447
H -4.464 -14.115 25.114
H -4.870 -15.809 25.112
H -4.076 -15.249 23.649
C -7.312 -12.057 15.357
C -5.856 -12.111 15.155
N -4.719 -12.095 15.036
H -7.447 -12.014 16.444
H -7.773 -13.018 15.138
H -7.783 -11.163 14.966
C -3.057 -14.879 18.227
C -2.534 -13.668 18.818
N -2.231 -12.681 19.323
H -2.280 -15.244 17.553
H -3.928 -14.532 17.669
H -3.309 -15.658 18.941
C -5.620 -10.351 18.599
C -6.258 -9.065 18.877
N -6.762 -8.058 19.099
H -5.581 -10.435 17.513
H -6.172 -11.187 19.022
H -4.624 -10.399 19.036
C -9.755 -16.850 16.050
S -10.943 -15.480 15.828
O -10.345 -14.352 16.632
C -10.581 -15.142 14.112
H -9.966 -17.717 15.428
H -9.722 -17.209 17.084
H -8.720 -16.503 15.982
H -9.507 -15.045 13.960
H -11.053 -14.194 13.844
H -11.050 -15.852 13.430

Here are the Löwdin charges for atoms 1 to 99, given in e: -0.085 -0.232 -0.163 -0.245 -0.067 -0.261 -0.082 0.058 0.059 0.028 0.098 0.079 0.098 0.100 0.049 0.074 0.052 0.105 0.116 0.064 0.044 0.045 -0.096 -0.255 -0.195 -0.273 -0.101 -0.260 -0.095 0.076 0.073 0.064 0.102 0.112 0.118 0.109 0.066 0.072 0.080 0.114 0.104 0.055 0.080 0.056 -0.100 -0.279 -0.198 -0.261 -0.094 -0.237 -0.081 0.075 0.061 0.077 0.100 0.115 0.098 0.110 0.073 0.067 0.066 0.097 0.117 0.060 0.066 0.070 -0.083 -0.283 0.131 0.082 0.065 0.074 -0.043 -0.242 0.177 0.085 0.085 0.065 -0.055 -0.281 0.144 0.078 0.077 0.080 -0.065 -0.277 0.126 0.060 0.078 0.065 -0.056 -0.290 0.127 0.048 0.069 0.087 -0.065 -0.288 0.134

In eV, the Kohn-Sham gap values for the records above are, in order, 8.8 6.5 8.1.